No. 1
C4H8NO2 | ωB97M-V with the def2-TZVPD basis set

The HOMO-LUMO gap comes out at 8.66 eV. Its charge is -1. For the HOMO energy, the calculation gives -4.309 eV.

Last column: Löwdin charge in e.
Geometry (Å):
O  2.3046  0.7848  0.0913  -0.166
O  1.7753  -1.0903  -1.0479  -0.170
N  -1.0280  -0.1899  1.4555  -0.072
C  2.3721  0.0249  -0.9214  -0.619
C  0.1918  -0.2104  1.8847  -0.059
C  -1.2138  -0.5921  0.0574  -0.328
C  -1.5152  0.6812  -0.7625  -0.116
H  -2.1538  -1.1870  0.0875  0.093
H  -2.2511  1.2877  -0.2354  0.050
H  -0.5629  1.2180  -0.8142  0.061
H  0.3578  0.1699  2.8946  0.050
H  -0.3471  -1.1075  -0.3705  0.072
H  -1.8924  0.4465  -1.7954  0.071
H  2.9444  0.3845  -1.7765  0.074
H  1.0184  -0.6204  1.2531  0.058



No. 2
H2N4O3 | ωB97M-V with the def2-TZVPD basis set

The HOMO-LUMO gap comes out at 11.71 eV. Its charge is 0. For the HOMO energy, the calculation gives -11.252 eV.

Last column: Löwdin charge in e.
Geometry (Å):
O  -0.2536  3.0037  -0.4851  0.165
O  1.0310  -0.3792  -1.1858  0.025
O  2.0161  -1.3414  0.5195  0.063
N  1.0330  -0.9973  -0.1198  -0.458
N  -1.3431  1.1467  0.0312  0.224
N  -0.2243  -1.0701  0.4300  0.157
N  -0.8301  2.0834  -0.2282  -0.310
H  -0.4552  -1.6046  1.1797  0.082
H  -0.9737  -0.8413  -0.1415  0.051



No. 3
C24H23Cl2Ge2I2NO5PtSe | ωB97M-V with the def2-TZVPD basis set

As for the spin multiplicity: 2. The HOMO-LUMO gap (alpha / beta) comes out at 4.66 / 4.54 eV. Its charge is -1. For the HOMO energy (alpha / beta), the calculation gives -4.796 / -4.780 eV.

Last column: Löwdin charge in e.
Geometry (Å):
Pt  -0.7593  -0.5504  1.0440  0.751
I  -2.1575  1.5458  0.0109  0.521
I  -4.1747  3.6742  0.3255  -0.298
Se  -0.9543  -2.8938  -0.0899  0.639
Ge  2.4836  -1.0395  -0.9153  0.986
Ge  -0.2045  0.2779  -1.1586  0.592
Cl  2.3794  1.9266  4.4133  0.689
Cl  -1.2086  0.1615  7.9867  0.668
O  0.5955  0.6590  2.4359  -0.207
O  0.3876  -1.9773  -0.5601  -0.723
O  -0.8299  -2.9898  1.4958  -0.467
O  -2.1451  -1.8511  -0.4352  -0.512
O  -1.0488  -4.2592  -0.8336  -0.412
N  -1.8083  -0.4759  2.9378  -0.029
C  3.3137  -0.2306  -2.6124  -0.181
C  -0.7703  -2.2073  -4.5119  -0.082
C  0.9830  4.7732  -2.4581  -0.098
C  0.8883  1.1249  4.7367  -0.600
C  3.2266  -0.1700  0.7615  -0.187
C  -2.9239  -1.1363  3.1285  -0.103
C  0.4562  2.1145  -1.8604  -0.379
C  1.8299  4.0691  -1.6202  -0.092
C  -0.3668  2.8152  -2.7301  -0.152
C  -0.1072  4.1392  -3.0291  -0.084
C  -2.3029  -0.2564  -3.2764  -0.128
C  -2.8072  -0.9515  -4.3640  -0.086
C  -2.7055  -0.9470  5.5010  -0.014
C  0.1777  0.6013  3.6485  -0.403
C  -1.0250  -0.5265  -2.8016  -0.327
C  -1.0704  -0.0344  3.9753  -0.131
C  -0.2668  -1.4945  -3.4414  -0.134
C  -2.0490  -1.9381  -4.9708  -0.097
C  1.5616  2.7439  -1.3207  -0.142
C  -1.5174  -0.2087  5.3122  -0.172
C  -3.3952  -1.4215  4.4164  -0.030
C  3.0198  -2.9728  -0.8831  -0.217
C  -0.7251  0.3386  6.3362  -0.633
C  0.4447  1.0017  6.0486  -0.134
H  2.6952  4.5477  -1.1835  0.098
H  0.7254  -1.7242  -3.0675  0.062
H  1.1627  5.8185  -2.6548  0.095
H  -0.1667  -2.9779  -4.9744  0.101
H  -3.4696  -1.4520  2.2471  0.122
H  1.0405  1.4151  6.8464  0.100
H  2.4969  -0.1397  1.5680  -0.007
H  -2.4570  -2.5057  -5.7949  0.095
H  4.0185  -3.1103  -1.2913  0.012
H  3.5571  0.8436  0.5522  0.009
H  4.0823  -0.7626  1.0773  0.020
H  -3.0567  -1.1439  6.5044  0.090
H  -0.7683  4.6780  -3.6895  0.101
H  2.2048  2.1973  -0.6391  0.075
H  -1.2405  2.3335  -3.1525  0.085
H  -2.9355  0.4794  -2.7890  0.073
H  2.3118  -3.5837  -1.4376  0.015
H  4.3860  -0.3501  -2.4923  0.019
H  -3.8028  -0.7253  -4.7255  0.100
H  -4.2992  -1.9994  4.5318  0.106
H  3.0011  -0.7798  -3.4951  0.012
H  3.0061  -3.3166  0.1489  0.024
H  3.0840  0.8243  -2.7314  0.001



No. 4
C5H7NO | ωB97M-V with the def2-TZVPD basis set

The HOMO-LUMO gap comes out at 10.79 eV. Its charge is 0. For the HOMO energy, the calculation gives -10.231 eV.

Last column: Löwdin charge in e.
Geometry (Å):
O  0.7834  -0.2658  1.6565  0.105
N  0.4763  -2.1232  -1.4368  0.177
C  0.1536  0.3225  -0.5907  -0.282
C  0.3839  -0.9894  -1.2035  -0.201
C  1.3123  1.3150  -0.7297  -0.049
C  -0.1176  -0.2071  0.8560  -0.419
C  -1.5004  -0.7655  1.1324  -0.007
H  1.6769  1.3397  -1.7663  0.087
H  -0.7584  0.7379  -1.0402  0.146
H  -1.3753  -1.7721  1.5518  0.098
H  -2.0390  -0.1523  1.8706  0.094
H  0.9739  2.3229  -0.4636  0.085
H  2.1401  1.0522  -0.0623  0.085
H  -2.1097  -0.8148  0.2257  0.081